Computed, not measured: a cluster of 2 separate species, C25H42BrClF3N3O5P3S in total, with the ωB97M-V functional and the def2-TZVPD basis.

Summary:
Energy relative to the best compared isomer or geometry (same formula, charge and spin) in kJ/mol: 390.1
Net charge: +1
HOMO in eV: -10.98
Kohn-Sham gap in eV: 6.8

Last columns: bonded neighbours and bond lengths (Å).
Positions of all 84 atoms, in Å:
1 C -4.02 2.10 -1.54  C2 1.592, H34 1.113, H35 1.125, H36 1.118
2 C -2.50 1.75 -1.21  C1 1.592, P3 1.906, H37 1.125, H38 1.119
3 P -1.83 0.35 -2.33  C2 1.906, C4 1.900, N5 1.783
4 C -3.41 -0.63 -2.73  P3 1.900, H39 1.116, H40 1.131, H41 1.112
5 N -0.66 -0.67 -1.46  P3 1.783, C6 1.419, C23 1.493
6 C -0.45 -1.94 -2.06  N5 1.419, N7 1.306, N9 1.444
7 N -1.06 -3.09 -1.95  C6 1.306, S8 1.730, H42 1.024
8 S -2.44 -3.26 -0.92  N7 1.730, H43 1.387
9 N 0.72 -1.78 -2.88  C6 1.444, C10 1.434, C16 1.458
10 C 0.50 -1.48 -4.27  N9 1.434, C11 1.483, C15 1.443
11 C -0.27 -2.50 -5.03  C10 1.483, C12 1.439, H44 1.119
12 C -0.61 -2.37 -6.42  C11 1.439, C13 1.458, H45 1.115
13 C -0.20 -1.18 -7.15  C12 1.458, C14 1.444, H46 1.110
14 C 0.55 -0.17 -6.44  C13 1.444, C15 1.457, H47 1.108
15 C 0.91 -0.33 -5.04  C10 1.443, C14 1.457, H48 1.105
16 C 1.69 -1.13 -2.00  N9 1.458, C17 1.567, P21 1.929, C23 1.637
17 C 3.09 -0.60 -2.47  C16 1.567, C18 1.576, H49 1.128, H50 1.123
18 C 4.12 -1.65 -3.03  C17 1.576, C19 1.569, H51 1.121, H52 1.128
19 C 3.62 -2.63 -4.14  C18 1.569, Cl20 1.836, H53 1.115, H54 1.126
20 Cl 3.73 -1.93 -5.83  C19 1.836
21 P 2.23 -2.61 -0.90  C16 1.929, O22 1.506, H55 1.422, H56 1.438
22 O 3.41 -2.28 -0.01  P21 1.506
23 C 0.71 -0.18 -1.10  N5 1.493, C16 1.637, O24 1.428, P31 1.895
24 O 0.95 -0.72 0.20  C23 1.428, C25 1.439
25 C 0.16 -0.17 1.27  O24 1.439, C26 1.582, H57 1.116, H58 1.129
26 C -0.09 -1.17 2.47  C25 1.582, C27 1.568, C28 1.608, H59 1.124
27 C -1.13 -2.29 2.15  C26 1.568, H60 1.127, H61 1.123, H62 1.116
28 C -0.75 -0.27 3.62  C26 1.608, C29 1.584, C30 1.575, H63 1.119
29 C -2.23 0.19 3.27  C28 1.584, H64 1.119, H65 1.129, H66 1.120
30 C -0.73 -0.97 5.03  C28 1.575, H67 1.119, H68 1.127, H69 1.118
31 P 1.34 1.59 -1.39  C23 1.895, O32 1.698, Br33 2.291
32 O 0.72 2.22 -2.84  P31 1.698, H70 0.976
33 Br 0.50 3.07 0.14  P31 2.291
34 H -4.73 1.47 -0.97  C1 1.113
35 H -4.13 3.19 -1.26  C1 1.125
36 H -4.16 2.07 -2.65  C1 1.118
37 H -1.91 2.65 -1.54  C2 1.125
38 H -2.32 1.55 -0.13  C2 1.119
39 H -3.19 -1.62 -3.20  C4 1.116
40 H -3.88 -0.85 -1.73  C4 1.131
41 H -4.14 -0.02 -3.30  C4 1.112
42 H -0.76 -3.93 -2.46  N7 1.024
43 H -2.05 -4.15 0.08  S8 1.387
44 H -0.60 -3.44 -4.51  C11 1.119
45 H -1.16 -3.17 -6.97  C12 1.115
46 H -0.46 -1.06 -8.22  C13 1.110
47 H 0.90 0.76 -6.95  C14 1.108
48 H 1.51 0.46 -4.55  C15 1.105
49 H 3.57 -0.16 -1.54  C17 1.128
50 H 3.06 0.25 -3.20  C17 1.123
51 H 4.65 -2.25 -2.24  C18 1.121
52 H 4.94 -1.04 -3.51  C18 1.128
53 H 2.64 -3.13 -3.94  C19 1.115
54 H 4.37 -3.48 -4.16  C19 1.126
55 H 1.14 -3.21 -0.21  P21 1.422
56 H 2.72 -3.64 -1.79  P21 1.438
57 H -0.81 0.29 0.98  C25 1.116
58 H 0.77 0.67 1.72  C25 1.129
59 H 0.87 -1.63 2.85  C26 1.124
60 H -1.56 -2.75 3.09  C27 1.127
61 H -0.64 -3.14 1.61  C27 1.123
62 H -2.00 -1.92 1.56  C27 1.116
63 H -0.13 0.66 3.69  C28 1.119
64 H -2.52 0.02 2.21  C29 1.119
65 H -2.27 1.30 3.43  C29 1.129
66 H -3.01 -0.23 3.96  C29 1.120
67 H -1.29 -1.94 5.07  C30 1.119
68 H -1.28 -0.28 5.74  C30 1.127
69 H 0.32 -1.03 5.41  C30 1.118
70 H 0.94 3.17 -2.84  O32 0.976
71 C 2.37 5.12 5.57  C72 1.515, H80 1.092, H81 1.091, H82 1.091
72 C 1.02 4.69 5.03  C71 1.515, O73 1.435, H83 1.090, H84 1.091
73 O 0.53 3.55 5.75  C72 1.435, C74 1.337
74 C -0.12 3.81 6.90  O73 1.337, O75 1.196, C76 1.528
75 O -0.30 4.90 7.35  C74 1.196
76 C -0.62 2.50 7.51  C74 1.528, F77 1.347, F78 1.350, F79 1.336
77 F 0.31 1.52 7.45  C76 1.347
78 F -1.71 2.04 6.87  C76 1.350
79 F -0.96 2.64 8.80  C76 1.336
80 H 3.07 4.28 5.56  C71 1.092
81 H 2.78 5.93 4.97  C71 1.091
82 H 2.29 5.46 6.60  C71 1.091
83 H 1.12 4.38 3.99  C72 1.090
84 H 0.30 5.51 5.05  C72 1.091